[1]
Molecular formula: C4H9FN2
Method: DFT, the ωB97M-V functional and the def2-TZVPD basis

XYZ file:
```
16
Properties=species:S:1:pos:R:3:mulliken_charge:R:1
C 0.11 -0.68 -1.36 -0.5243
C 0.14 0.07 -0.02 0.7885
C -0.15 1.45 0.08 -0.9924
C -1.29 0.42 0.52 -0.3407
H 0.98 -0.74 -3.19 0.3000
H 2.31 -1.83 -1.65 0.2820
H -0.40 -1.71 -1.27 0.2189
H -0.47 0.11 -1.88 0.3233
H 0.36 1.81 0.93 0.3444
H -0.30 2.03 -0.75 0.2830
H -2.06 0.30 -0.14 0.4223
H -1.80 0.91 2.67 0.2468
H -0.77 -0.45 2.23 0.2617
N 1.52 -0.73 -1.94 -0.6146
N -1.54 0.12 1.91 -0.6384
F 1.05 -0.40 0.89 -0.3607
```

energy relative to the best compared isomer or geometry (same formula, charge and spin): 128.9 kcal per mole
E: -366.9851 Ha
HOMO: -0.3275 hartree
total charge: 0
gap between HOMO and LUMO: 9.34 eV

***

[2]
Molecular formula: C4H9FN2O
Method: DFT, the ωB97M-V functional and the def2-TZVPD basis

XYZ file:
```
17
Properties=species:S:1:pos:R:3:mulliken_charge:R:1
C 2.99 -0.41 -0.08 -1.1231
C 1.55 -0.22 0.17 0.6278
O 0.97 -1.29 0.67 -0.5128
N 0.85 0.84 -0.09 -0.2132
F 1.67 1.90 -0.50 -0.2663
H 3.39 0.48 -0.29 0.4166
H 3.35 -0.89 0.80 0.3201
H 3.01 -1.09 -0.90 0.2678
H -0.04 -1.21 0.44 0.5491
C -1.69 -0.29 -1.15 -0.3214
N -1.44 -0.14 0.03 -0.3116
C -2.05 0.76 0.90 -0.8310
H -2.33 0.41 -1.59 0.2891
H -1.15 -0.97 -1.78 0.2451
H -1.38 0.78 1.76 0.2723
H -2.23 1.82 0.37 0.2815
H -3.07 0.31 1.23 0.3099
```

energy relative to the best compared isomer or geometry (same formula, charge and spin): 70.0 kcal per mole
E: -442.2907 Ha
HOMO: -0.3488 hartree
total charge: 0
SMILES: C/C(O)=N\F.C=NC
gap between HOMO and LUMO: 10.43 eV

***

> The highest energy relative to the best compared isomer or geometry (same formula, charge and spin) belongs to which entry?

C4H9FN2

***

> Look up the gap between HOMO and LUMO of the first one.

9.34 eV

***

> The lowest energy relative to the best compared isomer or geometry (same formula, charge and spin) belongs to which entry?

C4H9FN2O